Molecular formula: C17H37Cl2N5O4PS2
Method: DFT, the ωB97M-V functional and the def2-TZVPD basis

Structure (XYZ):
```
68
Properties=species:S:1:pos:R:3:forces:R:3:mulliken_charge:R:1
C -2.66552 4.85798 1.57892 0.2 1.2 0.7 -1.060
C -1.44307 5.31353 0.69503 -0.6 -0.4 -0.5 -0.220
C -0.63149 4.10434 -0.00006 -0.6 2.7 -1.0 -0.586
Cl -1.90413 3.37672 -1.10858 0.9 -0.2 0.6 -0.119
N 0.10607 3.23370 0.89601 0.0 -1.6 0.6 0.774
C 1.46696 3.64864 1.28691 0.1 -1.3 -0.5 -0.236
P 1.93879 5.46482 1.22948 -0.4 2.5 1.3 0.305
N 1.51469 6.37526 2.46274 0.1 -0.5 -1.0 -0.707
C 1.73512 3.08285 2.76589 1.1 1.8 0.3 -0.593
N 0.99748 3.80144 3.82485 1.2 -0.4 0.2 -0.507
N 1.40820 1.62813 2.91759 0.1 -1.0 -0.3 0.097
C 1.15132 0.97798 1.60048 1.4 0.5 -2.6 -1.950
C 0.06609 1.78665 0.69594 -0.4 -1.9 1.6 0.185
Cl 0.59871 1.22729 -0.99879 -0.4 0.4 0.7 -0.070
C -1.31500 1.08703 1.14393 0.1 0.0 0.0 -0.527
C -1.94523 1.72060 2.44914 -2.5 -0.1 -1.8 -0.237
N -3.23900 1.84921 2.47874 2.4 -0.4 0.5 -0.690
H -3.40752 4.18774 1.07457 1.0 0.5 0.5 0.257
H -2.28993 4.45883 2.56881 -0.6 0.1 -1.3 0.173
H -3.23673 5.80556 1.84964 0.7 -1.1 -0.4 0.413
H -0.80123 5.99152 1.31258 -0.3 -0.8 -0.5 0.023
H -1.83655 5.93327 -0.17372 0.6 -0.8 1.0 0.414
H 0.09429 4.57309 -0.74480 -0.9 -0.7 0.8 0.548
H 2.17350 3.17575 0.51371 -0.4 0.5 1.2 0.328
H 1.42842 6.09970 0.03712 0.7 -1.1 0.1 0.134
H 3.38287 5.48559 1.15779 -0.8 -0.8 -0.5 0.147
H 0.94739 7.14978 2.09586 0.2 -0.3 0.6 0.276
H 2.86399 3.17911 2.90503 -1.2 -0.4 -0.1 0.361
H 1.65144 4.52665 4.16241 -1.0 0.2 -0.4 0.346
H 0.87181 3.21274 4.66520 0.1 0.1 -0.6 0.288
H 2.22900 1.18394 3.36353 -0.5 0.1 -0.3 0.440
H 0.60825 1.41475 3.52923 0.1 0.7 -0.1 0.544
H 0.91607 -0.11478 1.67209 -0.1 1.2 0.2 0.649
H 2.13368 1.03203 1.02771 -1.1 -0.1 0.9 0.415
H -2.07322 1.07287 0.30014 0.9 0.5 1.2 0.665
H -1.16132 -0.01287 1.38370 0.3 1.3 -0.4 0.007
H -1.37401 2.09422 3.33916 -0.3 -0.4 -0.9 0.377
H -3.64107 1.48757 1.60288 0.1 0.2 0.3 0.321
C -0.22165 -5.23698 1.14169 -0.2 0.0 0.1 -0.791
C -1.06943 -4.93770 -0.09606 0.1 -0.3 -0.1 0.289
C -1.36659 -3.43639 -0.09830 -0.5 -0.2 -0.2 -0.870
S -0.00407 -2.65784 0.75969 0.1 -1.2 -0.6 1.400
O -0.50375 -2.06464 1.98615 0.3 0.6 0.0 -0.766
O 0.79015 -1.90127 -0.18656 -0.1 0.5 0.5 -0.702
C 0.85923 -4.16374 1.16946 0.2 -0.4 0.2 -0.867
H 0.20959 -6.23785 1.10530 0.0 0.1 0.0 0.405
H -0.84195 -5.16836 2.04086 0.1 0.0 0.0 0.332
H -0.50598 -5.20097 -0.99257 -0.1 0.0 0.3 -0.461
H -1.99158 -5.52033 -0.10461 0.0 0.1 0.0 0.411
H -1.42820 -3.03805 -1.11101 0.0 0.2 0.1 0.350
H -2.28384 -3.20861 0.44666 0.1 0.1 0.0 0.435
H 1.34113 -4.06305 2.14157 0.0 0.2 -0.1 0.426
H 1.60777 -4.33889 0.39427 -0.1 0.1 0.0 0.399
C 0.56086 -4.40226 -5.96941 -0.1 0.1 -0.1 -0.592
C 0.77734 -3.11015 -5.17728 0.1 0.1 -0.1 -0.792
C 0.16083 -3.31324 -3.79067 0.0 0.6 0.0 -0.382
S 0.24512 -5.07130 -3.45932 0.3 0.0 -0.6 1.253
O -1.10068 -5.59156 -3.39067 0.2 0.0 0.3 -0.652
O 1.21752 -5.31379 -2.41498 -0.3 -0.1 0.1 -0.668
C 0.95456 -5.53512 -5.02923 0.1 -0.1 -0.4 -0.808
H 1.15180 -4.41934 -6.88595 0.0 0.0 0.1 0.365
H -0.49381 -4.49407 -6.24518 0.1 0.0 0.0 0.290
H 1.84990 -2.91898 -5.07887 -0.1 0.0 0.0 0.313
H 0.33658 -2.24860 -5.68130 0.0 0.0 0.1 0.368
H 0.71310 -2.77394 -3.02035 -0.1 -0.1 0.1 0.192
H -0.88886 -3.01683 -3.77184 0.0 -0.1 0.0 0.376
H 0.56807 -6.50509 -5.33861 0.0 0.0 0.2 0.423
H 2.03771 -5.58429 -4.90372 -0.1 0.0 0.1 0.341
```
Positions in Å, forces in eV/Å.

The calculation puts the gap between HOMO and LUMO at 0.3132 hartree. For the electronic energy, the calculation gives -89863.4367 eV. Its net charge is +1. The calculation puts the max |F| at 3.1 eV/Å. As for the LUMO energy: -3.12 eV. The calculation puts the HOMO energy at -11.639 eV.

Molecular formula: C17H37Cl2NO10
Method: DFT, the ωB97M-V functional and the def2-TZVPD basis

Structure (XYZ):
```
67
Properties=species:S:1:pos:R:3:forces:R:3:mulliken_charge:R:1
C 0.90749 -3.35838 20.47260 0.0 -1.4 0.3 -0.527
O 1.55413 -3.52084 21.71852 0.7 1.1 0.8 -0.403
C 2.91993 -3.90912 21.58096 0.3 0.2 -0.1 -0.630
C 3.86901 -2.80452 21.05048 0.2 -0.1 -0.3 0.507
C 5.39831 -3.19428 21.05237 -1.4 0.1 0.6 -1.268
N 3.69894 -1.63011 21.87793 0.0 0.0 1.0 -0.729
H -0.01063 -2.77166 20.50275 0.4 0.5 0.4 0.238
H 0.54961 -4.37529 20.31159 0.0 -0.1 -1.3 0.225
H 1.63832 -2.99259 19.75136 -0.5 -0.1 -0.4 0.251
H 3.23414 -4.20988 22.58042 0.0 0.1 0.0 0.392
H 2.99703 -4.77777 20.92704 0.0 -0.2 -0.2 0.324
H 3.50648 -2.49058 20.07165 0.4 -0.6 -0.7 0.154
H 5.79974 -3.75214 20.20636 -0.3 0.3 -0.2 0.329
H 5.57569 -3.80887 21.93493 0.0 0.0 0.1 0.291
H 5.91195 -2.25130 21.23962 0.3 -0.2 -0.4 0.366
H 2.72023 -1.60595 22.12621 -0.2 0.4 0.2 0.256
H 3.94851 -0.78149 21.39044 -0.1 0.0 0.0 0.229
C -6.46351 -8.41637 14.03490 -0.6 0.4 0.4 -1.175
C -7.03594 -8.05114 15.43211 1.7 -0.7 -1.5 -0.207
O -8.41850 -7.99258 15.17359 -1.3 -0.3 0.1 -0.250
C -9.27572 -8.13649 16.16777 -0.3 0.3 3.7 0.745
O -8.98996 -8.13213 17.38973 -0.8 -0.2 -3.5 -0.585
O -10.52929 -8.23714 15.66386 0.5 0.1 -0.9 -0.310
C -11.61434 -8.31118 16.58712 0.5 -0.1 1.4 -0.596
H -6.62462 -7.62610 13.30168 0.3 0.1 0.1 0.327
H -7.08433 -9.25225 13.71242 0.2 -0.1 -0.1 0.323
H -5.42835 -8.75551 14.07407 0.0 0.3 0.0 0.358
H -6.68359 -7.10767 15.84904 0.0 -0.2 0.1 0.322
H -6.70054 -8.91659 16.00359 -0.7 0.3 0.8 0.259
H -12.63061 -8.31138 16.19303 0.6 0.2 -1.1 0.236
H -11.53549 -7.45438 17.25627 0.0 -0.2 0.3 0.282
H -11.51876 -9.25268 17.12801 0.0 0.2 0.4 0.266
C -2.85178 -11.19514 18.94459 0.0 0.3 -0.1 -1.242
C -3.40017 -11.82009 17.67294 2.4 -0.3 0.3 -0.139
O -4.63734 -12.31874 18.05517 -1.8 0.2 -0.7 -0.239
C -5.46787 -12.78347 17.11738 1.4 -0.8 -1.3 0.823
O -5.31045 -12.82768 15.90699 0.4 0.9 1.2 -0.628
O -6.44658 -13.37294 17.74472 -0.6 0.5 0.5 -0.322
C -7.49214 -13.84952 16.92748 -0.9 -0.7 0.2 -0.648
H -2.92753 -11.85103 19.81187 0.0 -0.2 -0.2 0.328
H -3.47448 -10.33051 19.17429 0.2 0.2 0.1 0.304
H -1.81221 -10.88717 18.83257 -0.1 0.1 -0.1 0.389
H -2.79639 -12.66413 17.33955 0.2 -0.2 0.2 0.258
H -3.29884 -11.14332 16.82452 -1.1 0.3 0.0 0.290
H -7.36125 -13.71865 15.85331 0.5 -0.1 0.3 0.345
H -8.39544 -13.30894 17.21021 -0.1 -0.2 0.1 0.249
H -7.53220 -14.90143 17.21031 -0.6 0.0 -0.4 0.233
C 2.06260 -15.22128 15.68198 -0.1 -0.3 -1.0 -1.138
C 1.70140 -13.82610 15.05725 1.4 1.4 1.8 -0.230
O 1.06249 -13.83556 13.84307 -3.2 0.0 -3.4 -0.323
C 0.04249 -12.89900 13.45122 1.7 0.3 4.9 0.803
O -0.40474 -12.04121 14.22014 0.8 -1.8 -2.1 -0.604
O -0.22542 -13.15819 12.22650 -1.1 -0.2 -2.1 -0.294
C -1.25235 -12.40857 11.54110 -0.7 0.7 -0.3 -0.640
H 1.29056 -15.84345 16.13470 -0.5 0.5 -0.2 0.298
H 2.88998 -15.30376 16.38678 0.0 1.2 0.3 0.373
H 2.48846 -15.85043 14.90037 -0.3 0.1 -0.5 0.312
H 2.61792 -13.29721 14.79578 0.7 -0.3 0.5 0.228
H 1.19731 -13.06411 15.65168 -0.3 -0.6 0.9 0.365
H -1.32025 -12.69441 10.49144 0.9 -0.3 0.1 0.264
H -1.09551 -11.33066 11.58115 0.4 -0.1 0.2 0.295
H -2.28109 -12.56115 11.86746 0.3 -0.4 0.9 0.292
Cl -1.97452 -5.90572 16.93128 -0.2 0.2 -0.1 -0.134
C -0.84655 -7.00852 16.18912 0.9 -1.2 0.8 -0.112
Cl 0.41743 -7.55069 17.38956 -0.1 0.5 -0.4 -0.176
H -1.29825 -7.98310 16.00402 -0.4 0.6 -0.5 0.121
H -0.33724 -6.56668 15.33269 -0.2 -0.1 0.2 0.301
```
Positions in Å, forces in eV/Å.

The calculation puts the gap between HOMO and LUMO at 0.3431 hartree. For the electronic energy, the calculation gives -65236.2592 eV. The calculation puts the max |F| at 5.2 eV/Å. As for the LUMO energy: 0.35 eV. Its SMILES is COC[C@H](C)N.CCOC(=O)OC.CCOC(=O)OC.CCOC(=O)OC.ClCCl. The calculation puts the HOMO energy at -8.986 eV.

Molecular formula: C17H37N2OPRbS4Sb3
Method: DFT, the ωB97M-V functional and the def2-TZVPD basis

Structure (XYZ):
```
66
Properties=species:S:1:pos:R:3:forces:R:3:mulliken_charge:R:1
Rb -0.07429 -1.49773 1.57676 0.1 0.0 0.1 0.554
C 3.45974 0.16402 -2.45643 0.0 0.0 0.0 -1.490
Sb 1.69005 0.21814 -1.20168 0.0 0.0 0.0 0.721
C 2.80191 -0.07662 0.61834 0.0 0.0 0.0 -1.260
C 1.68217 2.38474 -0.99230 0.0 0.0 0.0 -1.361
C 0.93359 3.04965 -2.10603 0.0 0.0 0.0 0.676
C 1.56272 3.19422 -3.34217 0.0 0.0 0.0 -0.422
C 0.91255 3.72651 -4.44567 0.0 0.0 0.0 -0.727
C -0.40857 4.13079 -4.31021 0.0 0.0 0.0 -0.614
C -1.03841 4.01373 -3.08273 0.0 0.0 0.0 -0.616
C -0.40162 3.48392 -1.95243 0.0 0.0 0.0 1.162
C -1.14583 3.36751 -0.67855 0.0 0.0 0.0 -2.124
Sb -1.85455 1.24091 -0.12944 0.0 0.0 0.0 0.394
C -3.68898 2.08558 0.57908 0.0 0.0 0.0 -1.268
C -2.46903 0.94112 -2.17527 0.0 0.0 0.0 -1.319
H 3.20747 0.43657 -3.48121 0.0 0.0 0.0 0.362
H 3.86064 -0.85065 -2.45273 0.0 0.0 0.0 0.347
H 4.21769 0.84934 -2.07280 0.0 0.0 0.0 0.449
H 3.76126 0.43672 0.53276 0.0 0.0 0.0 0.457
H 2.96945 -1.14417 0.76552 0.0 0.0 0.0 0.381
H 2.24732 0.34276 1.46238 0.0 0.0 0.0 0.273
H 2.73064 2.69243 -0.97470 0.0 0.0 0.0 0.730
H 1.24825 2.58204 -0.01329 0.0 0.0 0.0 0.160
H 2.59425 2.86793 -3.43603 0.0 0.0 0.0 0.390
H 1.42841 3.81896 -5.39408 0.0 0.0 0.0 0.368
H -0.94682 4.54287 -5.15624 0.0 0.0 0.0 0.363
H -2.06699 4.34233 -2.97891 0.0 0.0 0.0 0.318
H -2.04627 3.98411 -0.70401 0.0 0.0 0.0 0.576
H -0.54359 3.67530 0.18015 0.0 0.0 0.0 0.508
H -4.17607 2.62057 -0.23938 0.0 0.0 0.0 0.408
H -3.46890 2.76723 1.40033 0.0 0.0 0.0 0.357
H -4.31982 1.28140 0.94827 0.0 0.0 0.0 0.326
H -3.06209 1.79534 -2.50694 0.0 0.0 0.0 0.323
H -3.06612 0.03261 -2.22334 0.0 0.0 0.0 0.490
H -1.59330 0.84734 -2.82001 0.0 0.0 0.0 0.281
N 0.65470 -0.91454 4.42914 0.0 0.0 0.0 -0.167
C 1.40712 0.24647 4.88437 0.0 0.0 0.0 -0.647
C 0.76217 1.54014 4.40671 0.0 0.0 0.0 -0.664
N 0.56698 1.55163 2.95345 0.0 0.0 0.0 -0.182
H -0.35604 -0.74930 4.46870 0.0 0.0 0.0 0.044
H 0.85041 -1.74019 4.97889 0.0 0.0 0.0 0.165
H 2.42714 0.19247 4.48387 0.0 0.0 0.0 0.307
H 1.49126 0.30980 5.98118 0.0 0.0 0.0 0.337
H 1.41751 2.37011 4.68823 0.0 0.0 0.0 0.388
H -0.19006 1.66826 4.93724 0.0 0.0 0.0 0.371
H 0.45126 2.50876 2.63809 0.0 0.0 0.0 0.161
H -0.34071 1.10887 2.77097 0.0 0.0 0.0 -0.245
S -2.07900 -3.56316 3.13877 0.0 0.0 0.0 -0.699
Sb -3.45803 -1.74795 2.57022 -0.1 0.0 0.0 0.754
S -3.17133 -1.44930 0.22414 0.0 0.0 0.0 -0.584
S -2.48090 0.19227 3.48009 0.0 0.0 0.0 -0.591
S -5.65662 -2.01341 3.13663 0.0 0.0 0.0 -0.767
C -0.05847 -5.51878 0.72637 0.0 0.0 0.0 -0.776
P 0.54579 -4.42576 -0.56187 0.0 0.1 -0.1 0.928
C 1.34718 -5.49947 -1.78706 0.0 0.0 0.0 -1.278
C -0.90712 -3.78876 -1.39015 0.0 0.0 0.0 -0.622
O 1.48946 -3.36754 -0.07854 0.0 -0.1 0.0 -0.666
H -0.66104 -6.32260 0.29947 0.0 0.0 0.0 0.338
H -0.69159 -4.93580 1.41148 0.0 0.0 0.0 -0.014
H 0.78553 -5.93955 1.27426 0.0 0.0 0.0 0.303
H 0.66246 -6.26561 -2.15291 0.0 0.0 0.0 0.331
H 2.21599 -5.97561 -1.33098 0.0 0.0 0.0 0.344
H 1.68129 -4.88335 -2.62256 0.0 0.0 0.0 0.331
H -1.51007 -4.60481 -1.79305 0.0 0.0 0.0 0.392
H -0.59718 -3.12558 -2.20054 0.0 0.0 0.0 0.298
H -1.53498 -3.20526 -0.70166 0.0 0.0 0.0 -0.062
```
Positions in Å, forces in eV/Å.

The calculation puts the relative energy (zero: lowest compared OMol25 entry of this formula, charge and spin) at 10.0 kJ/mol. The calculation puts the gap between HOMO and LUMO at 0.1814 hartree. For the electronic energy, the calculation gives -96160.2138 eV. Its net charge is -2. The calculation puts the max |F| at 0.1 eV/Å. As for the LUMO energy: 3.60 eV. The calculation puts the HOMO energy at -1.336 eV.